# 1
The ion C3H5N2O2S2 with charge -1 at a distorted geometry. Source: the OMol25 dataset; level of theory: the ωB97M-V functional and the def2-TZVPD basis.

ORCA input file:
```
! wB97M-V def2-TZVPD RIJCOSX def2/J DEFGRID3
* xyz -1 3
N 1.5923 0.3337 -1.1132
S 3.2860 0.2497 -0.0811
C 0.1993 -1.4752 -0.7380
H -0.9070 -0.0918 0.7982
O 3.6450 -1.0922 -0.5515
O 2.8009 0.2906 1.3066
H -0.5822 2.0347 1.7053
C -0.0172 1.8369 0.7678
H -0.4103 -2.0410 -0.1171
H 0.5873 -2.0532 -1.5710
C -0.0816 0.4558 0.4456
H 1.4427 1.3561 -0.8886
N 0.6065 -0.2450 -0.4634
S 0.5044 3.2263 -0.1351
*
```

Properties
highest occupied orbital energy (alpha / beta) = -2.3341 / -4.2875 eV
Kohn-Sham gap (alpha / beta) = 5.84 / 6.02 eV

Here are the Löwdin charges for atoms 1 to 5, given in e: N -0.13; S 0.67; C 0.03; H 0.09; O -0.56

=====

# 2
The ion C3H5N2O3S2 with charge -1 at a distorted geometry. Source: the OMol25 dataset; level of theory: the ωB97M-V functional and the def2-TZVPD basis.

ORCA input file:
```
! wB97M-V def2-TZVPD RIJCOSX def2/J DEFGRID3
* xyz -1 1
H 0.5595 0.5380 1.3669
C 0.2084 0.2865 0.3192
H 2.7095 0.6729 0.1417
O -0.3224 2.4737 -0.7119
H 0.6284 -1.8160 0.3198
O 1.8044 2.0086 -0.1761
O -2.6845 -1.3880 -0.9066
H 0.7584 -0.8780 -1.1942
S -2.3112 0.2954 1.3917
S 2.7510 -0.6777 0.4068
N -1.4580 -0.7749 -0.8915
N -1.1545 -0.1199 0.3329
C 0.6169 1.8078 -0.3478
C 1.0140 -0.8930 -0.0790
H -3.1200 -1.5354 0.0281
*
```

Properties
SMILES = O=C([O-])[C@H](CS)/[N+]([S-])=N/O
highest occupied orbital energy (alpha / beta) = -5.0044 / -4.6786 eV
ΔE to the lowest compared entry with this formula, charge and spin = 1.440 eV
Kohn-Sham gap (alpha / beta) = 7.57 / 7.78 eV

Here are the Löwdin charges for atoms 1 to 5, given in e: H 0.13; C -0.41; H -0.13; O 0.02; H 0.06

=====

# 3
The molecule C3H5N2OP at a distorted geometry. Source: the OMol25 dataset; level of theory: the ωB97M-V functional and the def2-TZVPD basis.

ORCA input file:
```
! wB97M-V def2-TZVPD RIJCOSX def2/J DEFGRID3
* xyz 0 3
H -0.5239 1.5288 -2.0678
H -2.1771 -0.0843 1.8290
N 0.2088 0.8954 -2.1679
C -1.0675 -0.4218 1.8947
H -0.9671 -1.3466 2.4758
O 2.4693 1.5917 -2.0967
P 0.7645 -0.8153 -1.7147
N -0.6758 -0.2246 0.5650
C 0.3067 -0.8105 0.0528
C 1.5066 0.9382 -1.9920
H -0.7504 0.3274 2.6077
H 0.9059 -1.5785 0.6140
*
```

Properties
highest occupied orbital energy (alpha / beta) = -5.6683 / -9.5588 eV
ΔE to the lowest compared entry with this formula, charge and spin = 3.286 eV
Kohn-Sham gap (alpha / beta) = 6.26 / 6.80 eV

Here are the Löwdin charges for atoms 1 to 5, given in e: H 0.07; H 0.10; N -0.05; C -0.18; H 0.08

=====

# 4
A cluster of 2 separate species, C3H5N2OS in total at a distorted geometry. Source: the OMol25 dataset; level of theory: the ωB97M-V functional and the def2-TZVPD basis.

ORCA input file:
```
! wB97M-V def2-TZVPD RIJCOSX def2/J DEFGRID3
* xyz 1 1
C 1.3702 0.4214 0.7772
S -3.7315 0.4020 -0.2574
N -0.8188 0.9097 0.0844
H -4.5445 -0.5486 -0.8750
O -1.9198 -1.6417 -0.1391
H 1.5718 0.3590 1.8566
N 0.2125 0.5263 0.4201
H 2.0334 -0.9257 -0.7063
C 2.4041 0.0617 -0.2471
C -2.3711 -0.5630 -0.1323
H 3.4266 0.1260 0.1711
H 2.3671 0.8728 -0.9523
*
```

Properties
highest occupied orbital energy = -13.5853 eV
ΔE to the lowest compared entry with this formula, charge and spin = 3.070 eV
Kohn-Sham gap = 8.19 eV

Here are the Löwdin charges for atoms 1 to 5, given in e: C -0.11; S 0.98; N 0.22; H -0.01; O 0.16

=====

# 5
The molecule C3H5N2P at a distorted geometry. Source: the OMol25 dataset; level of theory: the ωB97M-V functional and the def2-TZVPD basis.

ORCA input file:
```
! wB97M-V def2-TZVPD RIJCOSX def2/J DEFGRID3
* xyz 0 1
C 1.3590 -1.2250 0.3817
H 1.7985 -2.0473 0.9224
C -0.5272 -0.0056 0.0683
H -2.2791 0.0902 0.8109
H 3.2307 0.4817 -0.4463
P 1.9367 0.2600 -0.3355
N 0.9080 1.3512 -0.5936
C -1.9137 0.5656 -0.0784
N -0.0307 -1.0672 0.4334
H -2.3558 0.0119 -0.9628
H -2.1264 1.5842 -0.2002
*
```

Properties
highest occupied orbital energy = -8.0169 eV
ΔE to the lowest compared entry with this formula, charge and spin = 3.939 eV
Kohn-Sham gap = 8.67 eV

Here are the Löwdin charges for atoms 1 to 5, given in e: C -0.35; H 0.03; C -0.25; H 0.07; H -0.06

=====

# 6
A structure of composition C3H5N2P at a distorted geometry. Source: the OMol25 dataset; level of theory: the ωB97M-V functional and the def2-TZVPD basis.

ORCA input file:
```
! wB97M-V def2-TZVPD RIJCOSX def2/J DEFGRID3
* xyz 0 1
C 1.8069 0.3473 -0.6120
H -2.9305 -1.1374 -0.4758
H 0.0463 1.0463 -1.7643
N 0.4967 0.6263 -0.9367
H 2.6313 0.6169 -1.1959
N 1.9045 -0.2318 0.5988
H -2.4415 -0.1043 1.3160
H 0.6212 -0.8195 2.0871
P -2.5508 0.1622 -0.0640
C -0.2049 0.0368 0.0767
C 0.6208 -0.5429 0.9702
*
```

Properties
highest occupied orbital energy = -8.8123 eV
ΔE to the lowest compared entry with this formula, charge and spin = 2.004 eV
Kohn-Sham gap = 8.98 eV

Here are the Löwdin charges for atoms 1 to 5, given in e: C -0.20; H -0.19; H 0.15; N 0.02; H 0.09

=====

# 7
The molecule C3H5N3. Source: the OMol25 dataset; level of theory: the ωB97M-V functional and the def2-TZVPD basis.

ORCA input file:
```
! wB97M-V def2-TZVPD RIJCOSX def2/J DEFGRID3
* xyz 0 1
C -0.3400 0.4316 -0.1986
H -1.8852 -0.5558 0.8175
C -1.6269 -0.2861 -0.2097
H 2.6776 -0.8562 -0.0132
N 1.1530 -1.1754 1.2468
N 1.7061 -0.6894 0.3131
H -1.5275 -1.2064 -0.7880
H 0.7831 2.4039 0.2129
H -2.4320 0.3249 -0.6352
C 0.4787 1.4012 -0.0337
N 1.0311 0.2261 -0.7178
*
```

Properties
highest occupied orbital energy = -7.9881 eV
ΔE to the lowest compared entry with this formula, charge and spin = 5.798 eV
Kohn-Sham gap = 9.12 eV

Here are the Löwdin charges for atoms 1 to 5, given in e: C -0.28; H 0.08; C -0.04; H 0.12; N 0.08

=====

# 8
The molecule C3H5N3 at a distorted geometry. Source: the OMol25 dataset; level of theory: the ωB97M-V functional and the def2-TZVPD basis.

ORCA input file:
```
! wB97M-V def2-TZVPD RIJCOSX def2/J DEFGRID3
* xyz 0 1
H 0.7234 1.3376 -0.9910
H -1.9734 0.1011 -1.0231
C 0.7614 0.4593 -0.3814
C -0.2598 -0.2778 0.2024
N 1.9211 -0.1157 -0.0491
C -1.7201 0.1076 0.0447
H 2.8061 0.2828 -0.3904
N 1.7653 -1.1845 0.7111
H -1.8519 1.1245 0.4364
N 0.2697 -1.2987 0.8839
H -2.4419 -0.5363 0.5564
*
```

Properties
SMILES = Cc1c[nH]nn1
highest occupied orbital energy = -9.2679 eV
ΔE to the lowest compared entry with this formula, charge and spin = 1.835 eV
Kohn-Sham gap = 10.03 eV

Here are the Löwdin charges for atoms 1 to 5, given in e: H 0.11; H 0.08; C -0.10; C -0.39; N -0.06

=====

# 9
The molecule C3H5N3 at a distorted geometry. Source: the OMol25 dataset; level of theory: the ωB97M-V functional and the def2-TZVPD basis.

ORCA input file:
```
! wB97M-V def2-TZVPD RIJCOSX def2/J DEFGRID3
* xyz 0 1
N -0.6799 0.5422 0.8911
H 0.1588 1.1627 1.8970
H 1.9293 -1.2260 1.2734
C -0.3740 0.1979 -0.3825
N -1.1092 0.7377 -1.4393
H -2.0405 1.0052 -1.1428
C 0.7072 -0.6491 -0.3685
H -1.1530 0.1442 -2.2541
H 1.1661 -1.2354 -1.1542
N 1.1328 -0.6970 0.9453
C 0.2624 0.0177 1.7345
*
```

Properties
SMILES = Nc1c[nH]cn1
highest occupied orbital energy = -8.1033 eV
ΔE to the lowest compared entry with this formula, charge and spin = 2.697 eV
Kohn-Sham gap = 9.08 eV

Here are the Löwdin charges for atoms 1 to 5, given in e: N 0.03; H 0.14; H 0.14; C -0.43; N 0.09

=====

# 10
The molecule C3H5N3 at a distorted geometry. Source: the OMol25 dataset; level of theory: the ωB97M-V functional and the def2-TZVPD basis.

ORCA input file:
```
! wB97M-V def2-TZVPD RIJCOSX def2/J DEFGRID3
* xyz 0 1
H 2.7399 -0.0805 -0.5455
N 1.6252 -1.1362 -0.0636
H -1.9847 -0.7997 -0.7362
N -0.1924 -0.1038 -0.0171
H -1.9743 0.9283 -0.2711
N 0.3707 -1.2891 -0.2405
H -1.9960 -0.3498 0.9884
C -1.6343 -0.0703 -0.0023
C 1.9453 0.1846 0.1781
H 0.3635 1.8653 0.4689
C 0.7198 0.8630 0.2321
*
```

Properties
SMILES = Cn1ccnn1
highest occupied orbital energy = -9.4616 eV
ΔE to the lowest compared entry with this formula, charge and spin = 3.246 eV
Kohn-Sham gap = 10.29 eV

Here are the Löwdin charges for atoms 1 to 5, given in e: H 0.11; N -0.06; H 0.09; N -0.22; H 0.09

=====

# 11
The molecule C3H5N3. Source: the OMol25 dataset; level of theory: the ωB97M-V functional and the def2-TZVPD basis.

ORCA input file:
```
! wB97M-V def2-TZVPD RIJCOSX def2/J DEFGRID3
* xyz 0 1
H -0.4721 -0.4648 -1.7305
H -0.9952 -2.3055 -0.5090
C 0.0817 0.8123 0.0553
N -0.6452 1.8007 0.6451
C -0.0133 -0.4249 -0.7327
N 0.4597 -2.2131 0.8385
H -1.5579 1.5509 0.9928
C 1.2056 0.3212 -0.3833
H 2.2746 0.3591 -0.4981
H -0.1324 2.4254 1.2509
N -0.2192 -1.7651 -0.0576
*
```

Properties
highest occupied orbital energy = -7.6338 eV
ΔE to the lowest compared entry with this formula, charge and spin = 4.678 eV
Kohn-Sham gap = 8.52 eV

Here are the Löwdin charges for atoms 1 to 5, given in e: H 0.12; H 0.12; C -0.30; N 0.12; C -0.23

=====

# 12
The molecule C3H5N3 at a distorted geometry. Source: the OMol25 dataset; level of theory: the ωB97M-V functional and the def2-TZVPD basis.

ORCA input file:
```
! wB97M-V def2-TZVPD RIJCOSX def2/J DEFGRID3
* xyz 0 1
C 0.1159 1.2661 0.2665
C -0.3749 0.0036 -0.0221
H -2.3890 0.2272 0.0734
H 1.5321 -0.6092 -0.9980
H 0.8819 -1.8607 0.1510
N 1.9492 0.0659 0.2393
H -1.8863 -1.3611 -0.0970
N 1.4825 1.2724 0.3618
C 0.8017 -0.8088 -0.0803
H -0.4474 2.1858 0.3929
N -1.6753 -0.3908 -0.2936
*
```

Properties
SMILES = NC1=CN=NC1
highest occupied orbital energy = -8.6599 eV
ΔE to the lowest compared entry with this formula, charge and spin = 2.701 eV
Kohn-Sham gap = 9.44 eV

Here are the Löwdin charges for atoms 1 to 5, given in e: C -0.11; C -0.33; H 0.09; H 0.18; H 0.12

=====

The records above give, respectively, energy values of -1173.57229, -1248.86184, -643.21045, -699.86237, -568.01165, -568.08275, -281.37698, -281.52262, -281.49094, -281.47076, -281.41812, -281.49080 a.u..